# 1
{
  "formula": "C20H46BrCl3FO15PS4Si2",
  "method": "ωB97M-V with the def2-TZVPD basis set",
  "multiplicity": 1,
  "homo_lumo_gap_ev": 8.68,
  "lumo_ev": 0.50,
  "mol_weight_da": 947.248,
  "energy_ha": -8485.9139,
  "symbols": ["Br", "Cl", "Cl", "Cl", "S", "S", "S", "S", "P", "Si", "Si", "F", "O", "O", "O", "O", "O", "O", "O", "O", "O", "O", "O", "O", "O", "O", "O", "C", "C", "C", "C", "C", "C", "C", "C", "C", "C", "C", "C", "C", "C", "C", "C", "C", "C", "C", "C", "H", "H", "H", "H", "H", "H", "H", "H", "H", "H", "H", "H", "H", "H", "H", "H", "H", "H", "H", "H", "H", "H", "H", "H", "H", "H", "H", "H", "H", "H", "H", "H", "H", "H", "H", "H", "H", "H", "H", "H", "H", "H", "H", "H", "H", "H"],
  "positions_angstrom": [[-7.20761, 1.30851, 5.01483], [-4.65234, 1.58539, 1.06811], [-1.45973, -3.56182, 0.69512], [-0.87436, 1.36839, -0.87734], [-3.95934, -5.57695, -1.76711], [7.71143, 0.50670, -3.88503], [1.31700, 1.58344, 7.08157], [1.49027, 3.61641, -5.11803], [-1.79346, -1.85375, -0.42983], [-2.38373, -0.48305, 1.31077], [-4.19035, -0.84739, 3.57380], [0.19135, -0.95885, 1.75167], [2.37460, 0.80581, 7.96770], [-3.58546, -1.30470, 2.11427], [-6.83257, -1.33274, 5.63515], [8.59591, 1.51837, -3.39953], [0.98641, 0.77139, 5.94944], [0.70930, 4.22293, -4.08464], [-2.98051, -4.97345, -2.61316], [6.73823, 1.13214, -4.97095], [2.46242, 2.54786, -4.45791], [6.93224, -0.25476, -2.95831], [-3.31467, -2.13385, -0.97665], [0.84172, 3.03373, -6.24884], [-4.83728, -4.73313, -1.00692], [-4.83919, -6.59309, -2.60531], [1.75632, 2.92687, 6.87530], [-1.29448, 2.10312, 3.35675], [-0.00590, 1.57081, 8.23790], [5.58799, 1.86491, -4.48665], [-0.32520, 1.17745, 2.63676], [-3.18341, -6.74228, -0.70879], [1.17106, 0.44787, -4.33708], [-0.83587, -0.22855, 2.40090], [4.58487, 1.36397, 7.02858], [-6.06996, -0.82228, 3.43975], [5.94752, 3.25549, -4.00581], [8.59004, -0.56889, -4.96167], [-5.39758, -5.42629, -4.70376], [-3.06505, 1.09380, 0.55910], [-5.90499, -6.04043, -3.41586], [1.86302, 1.56125, -3.57968], [-6.68369, -0.57135, 4.75489], [-2.44718, 1.85547, -0.34730], [3.55342, 0.28962, 7.30167], [2.72370, 4.73976, -5.67357], [-2.95596, 3.09409, -1.00464], [-6.44346, -1.75524, 3.02331], [3.23616, 5.15561, -4.81129], [6.51080, 3.79132, -4.76992], [-2.13097, 2.42557, 2.74399], [0.29076, 0.81208, -4.86413], [-2.65467, -7.46745, -1.32072], [-6.33577, -0.02619, 2.75253], [5.09532, 1.28725, -3.70430], [-1.64247, 1.65852, 4.28608], [3.41264, 4.20960, -6.32563], [-0.75013, 3.00006, 3.64588], [0.55183, 1.08199, 3.27757], [4.91053, 1.91425, -5.33490], [9.03086, 0.02138, -5.75981], [3.25048, -0.22235, 6.38792], [4.23185, 2.07600, 6.28463], [-4.76790, -6.13366, -5.24230], [-3.52114, 3.69967, -0.30295], [-3.81294, -1.78298, 4.64929], [1.84442, 0.01059, -5.07403], [-3.60802, 2.83501, -1.83658], [-3.74045, 0.50519, 3.95622], [-3.94214, -7.21978, -0.09575], [2.20820, 5.52227, -6.22511], [-3.71417, -2.94176, -0.61966], [-0.81794, 2.14132, 7.79303], [-4.80715, -4.53166, -4.51345], [4.81112, 1.91715, 7.93947], [5.03472, 3.80612, -3.77981], [-6.55598, -6.88721, -3.62036], [-2.12546, 3.68231, -1.37704], [9.36699, -1.04239, -4.36635], [-2.48442, -6.18186, -0.09158], [1.18105, 2.06460, -2.89406], [-0.95493, -0.69758, 3.38114], [6.55928, 3.22136, -3.10600], [0.85696, -0.32811, -3.63862], [3.94505, -0.45807, 7.98726], [7.90138, -1.31140, -5.35344], [5.50049, 0.90376, 6.65752], [0.03057, 1.62734, 1.71445], [-6.46954, -5.32235, -2.82046], [-0.31006, 0.54300, 8.41224], [-6.24307, -5.15342, -5.33520], [0.33056, 2.04417, 9.15575], [2.69177, 1.16803, -2.99443]],
  "atomic_forces_ev_per_a": [[0.0, 0.2, 0.0], [-0.2, 0.1, 0.1], [0.0, -0.3, 0.3], [0.3, -0.2, -0.1], [0.2, -0.3, -0.2], [-0.1, 0.0, -0.2], [0.0, -0.1, 0.2], [0.2, 0.0, 0.0], [0.0, 0.2, -0.4], [0.3, -0.8, -0.3], [-0.3, -0.2, 0.3], [0.0, 0.0, 0.0], [0.0, 0.0, 0.1], [0.3, 0.7, 0.2], [-0.2, -0.5, 0.6], [0.1, 0.0, 0.1], [-0.1, 0.0, -0.2], [-0.2, 0.0, 0.0], [0.0, 0.1, 0.0], [0.0, 0.0, -0.1], [0.1, 0.0, -0.1], [0.0, 0.0, 0.1], [0.1, 0.0, 0.0], [-0.1, 0.0, -0.1], [0.0, 0.3, 0.2], [0.0, 0.0, 0.1], [0.0, 0.1, -0.1], [0.3, 0.2, 0.1], [0.0, 0.0, 0.0], [-0.3, 0.3, 0.1], [0.3, 0.1, 0.3], [0.0, -0.1, 0.1], [0.0, 0.1, -0.1], [0.0, 0.3, 0.0], [-0.1, 0.1, 0.0], [-0.1, 0.3, -0.5], [0.2, -0.1, 0.0], [0.0, 0.0, 0.0], [0.2, 0.0, 0.1], [0.2, 0.1, -0.1], [-0.3, 0.1, -0.3], [-0.2, -0.3, 0.3], [0.1, 0.2, -0.1], [-0.4, 0.0, 0.2], [0.3, -0.1, -0.2], [0.1, 0.0, 0.0], [0.0, 0.0, 0.1], [0.1, -0.3, 0.2], [0.0, 0.0, 0.0], [0.0, 0.0, 0.0], [-0.2, -0.1, 0.0], [0.0, 0.0, 0.0], [0.0, 0.0, 0.0], [0.0, 0.1, -0.1], [0.1, -0.1, 0.0], [-0.2, -0.1, 0.0], [0.0, 0.0, 0.0], [0.0, 0.1, 0.0], [0.1, -0.1, 0.0], [0.1, -0.1, -0.1], [0.0, 0.0, 0.0], [-0.1, 0.0, 0.0], [0.0, 0.0, 0.0], [0.0, 0.0, 0.0], [-0.1, 0.0, 0.1], [0.1, -0.1, -0.1], [0.0, 0.0, 0.0], [-0.1, 0.0, -0.1], [0.1, 0.0, -0.1], [0.0, 0.0, 0.0], [0.0, 0.0, 0.0], [-0.3, 0.0, -0.1], [0.0, 0.0, 0.0], [0.0, 0.0, 0.0], [0.0, 0.0, 0.0], [0.0, 0.0, 0.0], [0.1, -0.1, 0.1], [0.1, 0.1, -0.1], [0.0, 0.0, 0.0], [0.0, 0.0, 0.0], [0.0, 0.1, -0.1], [-0.2, -0.1, 0.0], [0.0, 0.0, 0.0], [0.0, 0.0, 0.0], [-0.1, 0.0, 0.1], [0.0, 0.0, 0.0], [0.0, 0.0, 0.0], [-0.1, 0.0, -0.2], [0.1, 0.0, 0.1], [0.0, 0.0, 0.0], [0.0, 0.0, 0.0], [0.0, 0.0, 0.0], [0.1, 0.1, -0.1]]
}

---

# 2
{
  "formula": "C20H46IrP4Se",
  "method": "ωB97M-V with the def2-TZVPD basis set",
  "total_charge": 4,
  "multiplicity": 6,
  "homo_lumo_gap_ev": [8.81, 3.52],
  "lumo_ev": [-10.55, -16.68],
  "mol_weight_da": 681.661,
  "energy_ha": -4659.0998,
  "symbols": ["Ir", "Se", "P", "P", "P", "P", "C", "C", "C", "C", "C", "C", "C", "C", "C", "C", "C", "C", "C", "C", "C", "C", "C", "C", "C", "C", "H", "H", "H", "H", "H", "H", "H", "H", "H", "H", "H", "H", "H", "H", "H", "H", "H", "H", "H", "H", "H", "H", "H", "H", "H", "H", "H", "H", "H", "H", "H", "H", "H", "H", "H", "H", "H", "H", "H", "H", "H", "H", "H", "H", "H", "H"],
  "positions_angstrom": [[0.63658, 0.27719, 0.46582], [-1.16459, -4.19726, -0.92117], [1.29977, 2.41535, 0.78653], [0.88461, -0.48377, 2.61357], [2.49356, -0.73789, -0.41013], [-1.52699, 0.79681, 0.86300], [0.37078, 3.78841, -0.03515], [1.42314, 3.04429, 2.51761], [-2.22803, -3.40602, -2.32897], [2.55342, -0.65200, 3.27899], [2.10333, -2.52250, -0.02099], [-0.48048, 1.55219, -2.98716], [0.04955, 0.21973, 4.07201], [-2.50572, -0.69358, 1.40319], [-1.73878, -2.22285, -2.87539], [-4.30592, -3.04157, -3.58561], [-2.00439, 2.05225, 2.07539], [-0.81087, 1.18045, -4.22780], [-2.52478, -1.41306, -3.68946], [2.99624, 2.85341, 0.31424], [-2.36636, 1.24895, -0.68421], [-3.58084, -3.73875, -2.59980], [-3.73462, -1.88617, -4.15062], [4.23379, -0.28583, 0.11673], [2.38109, -0.66956, -2.24530], [0.26403, -2.20407, 2.67766], [-4.01883, -4.52254, -1.98537], [0.48422, -0.25419, 4.95789], [3.35446, -0.92950, -2.68977], [2.46738, -0.89348, 4.34125], [-0.52744, 4.06638, 0.52120], [-3.09564, 2.13898, 1.99459], [4.89929, -1.15278, 0.02685], [1.09119, 4.61784, 0.01718], [-0.70532, 2.58863, -2.71238], [-1.02190, 0.01957, 4.07379], [0.21906, 1.29286, 4.14672], [-2.22670, -1.53558, 0.74129], [4.66154, 0.50689, -0.51710], [3.07116, 3.95485, 0.35206], [-1.54833, 1.73613, -4.85080], [2.00124, 2.32545, 3.11411], [-5.31360, -3.35686, -3.86885], [-0.39075, 0.32383, -4.82427], [-0.80602, -2.26778, 2.51284], [-2.25513, -3.78085, 0.00634], [4.28364, -0.00678, 1.17633], [0.69177, -2.84810, 1.92062], [-1.91587, 2.13595, -1.14179], [1.99775, 3.97460, 2.39302], [-2.20701, -0.40369, -3.93662], [0.50695, -2.63747, 3.64571], [1.05873, -2.76527, -0.27902], [2.25235, -2.66854, 1.04074], [0.44253, 3.26028, 2.95631], [0.01376, 0.84544, -2.33726], [0.16128, 3.49331, -1.07064], [-2.32762, -0.98089, 2.46329], [-2.31857, 0.43110, -1.41765], [2.71769, -3.24977, -0.55889], [1.61723, -1.41036, -2.56043], [3.72293, 2.42298, 1.00351], [-4.29783, -1.32391, -4.89613], [-1.53464, 2.99921, 1.81047], [3.20156, 2.52372, -0.70540], [3.10544, 0.28025, 3.18294], [-3.57356, -0.45677, 1.22435], [-1.71363, 1.75215, 3.08473], [3.11515, -1.43776, 2.77967], [-3.41742, 1.46925, -0.44376], [-0.74751, -1.91104, -2.58116], [2.10747, 0.36012, -2.53349]],
  "atomic_forces_ev_per_a": [[0.7, 1.0, 0.5], [-1.4, 0.6, -0.7], [1.0, 3.8, 0.9], [-0.1, -1.8, 2.8], [1.1, -3.2, -2.4], [-3.9, -1.7, -0.9], [0.2, -0.5, 0.0], [-0.1, -0.3, -0.2], [-0.4, 0.0, 0.8], [0.5, 0.2, -0.2], [0.4, 0.5, -0.2], [-0.3, 0.2, -1.7], [-0.2, 0.4, 0.0], [0.3, 0.1, -0.2], [0.6, 1.4, -1.2], [0.6, -1.2, 1.2], [0.8, 0.2, 0.0], [0.0, -0.1, -1.3], [1.5, -0.1, 0.9], [0.4, -0.1, -0.6], [-0.1, 0.2, 0.1], [-1.0, -0.1, -0.4], [-1.4, -0.3, -0.3], [-0.4, 0.3, 0.3], [0.1, 0.2, 0.4], [-0.2, -0.4, -0.3], [-0.2, -0.1, -0.5], [-0.1, 0.0, -0.1], [-0.2, 0.0, 0.1], [0.1, -0.1, -0.1], [0.1, -0.1, -0.3], [0.1, -0.1, 0.0], [-0.4, -0.3, -0.3], [-0.4, -0.1, -0.2], [-0.2, -0.7, 0.3], [0.1, 0.0, 0.0], [0.0, -0.1, 0.1], [-0.1, 0.4, 0.3], [-0.4, -0.2, 0.2], [0.0, -0.5, 0.0], [1.0, 0.2, 0.5], [-0.2, 0.4, 0.0], [0.4, 0.1, 0.2], [-0.5, 0.5, 1.2], [-0.1, 0.2, 0.3], [0.2, -0.8, 0.0], [-0.1, 0.1, -0.3], [0.1, 0.1, 0.1], [-0.2, -0.2, 0.2], [-0.2, -0.2, 0.3], [0.0, -0.5, -0.1], [0.0, 0.1, 0.2], [0.4, 0.5, 0.1], [0.2, -0.2, 0.0], [0.3, -0.1, 0.0], [0.6, 0.3, 0.2], [0.0, 0.4, 0.3], [-0.3, 0.4, -0.8], [0.0, 0.2, 0.4], [0.4, 0.3, -0.1], [0.4, 0.6, 0.1], [0.0, 0.0, 0.0], [0.1, -0.1, 0.1], [-0.3, 0.0, 0.2], [0.2, 0.1, 0.0], [0.1, 0.1, 0.1], [0.5, -0.1, 0.3], [-0.2, 0.2, -0.2], [0.0, -0.1, 0.0], [0.2, 0.0, 0.0], [0.1, 0.2, -0.1], [0.1, -0.5, -0.2]]
}